(1)
{
  "formula": "CH2Cl2O2",
  "method": "ωB97M-V/def2-TZVPD",
  "elements": ["C", "O", "O", "Cl", "Cl", "H", "H"],
  "positions_angstrom": [[-0.177, -0.189, 0.060], [-0.139, 1.002, 0.703], [0.753, -0.348, -0.912], [0.085, -1.553, 1.199], [-1.842, -0.321, -0.602], [0.697, 1.116, 1.180], [0.623, 0.292, -1.627]],
  "forces_ev_per_a": [[-0.42, -0.44, 0.14], [-0.06, 0.67, 0.24], [0.57, -0.13, -0.41], [0.06, 0.06, -0.01], [0.05, 0.06, -0.03], [-0.02, -0.24, -0.16], [-0.18, 0.03, 0.23]],
  "nbo_charge": [0.4929, -0.6988, -0.6988, -0.0441, -0.0442, 0.4965, 0.4965],
  "multiplicity": 1,
  "smiles": "OC(O)(Cl)Cl"
}

***

(2)
{
  "formula": "CH2Cl2O3",
  "method": "ωB97M-V/def2-TZVPD",
  "elements": ["C", "O", "O", "O", "Cl", "Cl", "H", "H"],
  "positions_angstrom": [[0.358, -0.093, -1.163], [1.303, -0.797, -0.999], [0.665, 0.271, 2.138], [-0.910, -0.554, -0.965], [-0.964, -0.266, 2.075], [-1.986, 0.748, -1.195], [0.385, 0.896, -1.422], [1.148, -0.205, 1.531]],
  "forces_ev_per_a": [[0.42, -2.67, 0.85], [-0.21, -0.19, 0.09], [-2.56, 2.01, 2.58], [-0.21, 0.51, -0.37], [1.10, 0.16, 0.10], [-0.20, -0.45, 0.08], [0.17, 2.84, -0.85], [1.50, -2.21, -2.49]],
  "nbo_charge": [0.6382, -0.5276, -0.6834, -0.4825, 0.2109, 0.2470, 0.1215, 0.4760],
  "multiplicity": 1,
  "smiles": "O=COCl.OCl"
}

***

no.,total energy (eV)
1,-30209.2199
2,-32252.7743